No. 1
Computed, not measured: an isolated molecule of C22H31N3O2, with the ωB97M-V functional and the def2-TZVPD basis.

The structure (SMILES) is Cc1cc(C(=O)N2CCN(C(=O)C3=CCC3)[C@H]3CCCC[C@@H]3C2)c(C)n1C. The highest occupied orbital energy comes out at -7.8 eV. For the HOMO-LUMO gap, the calculation gives 8.563 eV. The calculation puts the maximum force at 0.01520 Eh/bohr. The value obtained for the energy relative to the best compared isomer or geometry (same formula, charge and spin) is 1.937 eV. Its multiplicity is 1. For the LUMO energy, the calculation gives 0.73 eV.

```
58
C22H31N3O2, DFT the ωB97M-V functional and the def2-TZVPD basis
C -4.45 -2.30 -2.30
C -3.20 -1.52 -2.13
C -1.90 -1.93 -2.12
C -1.08 -0.78 -1.93
C 0.41 -0.73 -1.84
O 1.09 -0.18 -2.70
N 0.99 -1.40 -0.79
C 2.43 -1.41 -0.67
C 2.98 -0.64 0.55
N 2.07 0.32 1.14
C 1.87 1.53 0.54
O 0.90 2.23 0.78
C 2.96 2.06 -0.34
C 3.89 2.96 -0.04
C 4.50 2.98 -1.42
C 3.43 1.90 -1.78
C 1.09 -0.24 2.08
C 0.73 0.71 3.22
C -0.22 0.05 4.21
C -1.46 -0.49 3.51
C -1.07 -1.46 2.41
C -0.13 -0.84 1.39
C 0.23 -1.88 0.35
C -1.91 0.30 -1.83
C -1.61 1.74 -1.64
N -3.20 -0.16 -1.94
C -4.37 0.68 -1.87
H -4.21 -3.34 -2.52
H -5.07 -2.29 -1.40
H -5.06 -1.93 -3.12
H -1.55 -2.95 -2.26
H 2.75 -2.46 -0.57
H 2.86 -1.04 -1.59
H 3.30 -1.33 1.34
H 3.89 -0.11 0.25
H 4.12 3.52 0.86
H 4.41 3.92 -1.97
H 5.54 2.64 -1.49
H 3.83 0.93 -2.06
H 2.71 2.19 -2.54
H 1.61 -1.08 2.57
H 1.65 1.02 3.73
H 0.27 1.61 2.83
H 0.28 -0.77 4.73
H -0.50 0.78 4.97
H -2.12 -0.97 4.23
H -2.02 0.35 3.07
H -0.59 -2.34 2.87
H -1.96 -1.84 1.90
H -0.65 -0.02 0.88
H -0.70 -2.32 -0.02
H 0.78 -2.72 0.79
H -0.54 1.92 -1.78
H -2.15 2.36 -2.35
H -1.85 2.09 -0.63
H -4.23 1.46 -1.12
H -4.58 1.15 -2.83
H -5.23 0.08 -1.59
```

---

No. 2
Computed, not measured: a structure of composition C26H36IOP2ScSi in a non-equilibrium geometry, with the ωB97M-V functional and the def2-TZVPD basis.

The highest occupied orbital energy comes out at -13.5 eV. For the HOMO-LUMO gap, the calculation gives 5.784 eV. The calculation puts the maximum force at 0.13455 Eh/bohr. The value obtained for the energy relative to the best compared isomer or geometry (same formula, charge and spin) is 0.831 eV. Its multiplicity is 1. For the LUMO energy, the calculation gives -7.75 eV. The total charge is +2.

```
68
C26H36IOP2ScSi, DFT the ωB97M-V functional and the def2-TZVPD basis
C 4.19 1.82 -5.83
I 3.28 1.37 -3.87
H 3.56 1.38 -6.60
H 5.20 1.41 -5.91
H 4.24 2.90 -5.99
Sc 0.56 0.27 -1.45
P 1.84 -1.83 -1.51
C 3.48 -1.99 -0.74
C 0.82 -3.17 -0.74
H 1.27 -4.16 -0.90
H 2.39 -3.44 -3.25
H -0.21 -3.17 -1.11
H 1.04 -2.39 -3.75
H 3.42 -1.72 0.32
H 0.72 -3.01 0.34
C 2.02 -2.40 -3.23
H 3.85 -3.02 -0.85
H 2.68 -1.73 -3.80
H 4.16 -1.28 -1.24
P -0.49 2.52 -1.45
C 0.29 3.95 -0.65
C -0.90 3.01 -3.16
H -2.74 1.60 -1.03
H -2.73 3.37 -0.78
H -2.04 2.24 0.41
C -2.15 2.45 -0.66
H -1.43 2.20 -3.68
H -1.56 3.89 -3.16
H -0.36 4.83 -0.73
H 1.26 4.14 -1.15
H 0.02 3.21 -3.73
H 0.50 3.73 0.41
C 2.23 1.16 -0.51
O 3.14 1.63 0.02
C 0.50 -3.81 4.03
C -0.74 -3.82 3.37
C -1.05 -2.78 2.47
C -0.13 -1.75 2.22
C 1.10 -1.75 2.90
C 1.42 -2.79 3.80
Si -0.48 -0.35 1.03
C -2.20 -0.78 0.34
C -2.32 -1.04 -1.04
C -3.58 -1.36 -1.58
C -4.71 -1.44 -0.78
C -4.61 -1.18 0.58
C -3.35 -0.85 1.14
C -0.46 1.13 2.21
C -1.59 1.69 2.81
C -1.46 2.74 3.74
C -0.19 3.23 4.08
C 0.94 2.68 3.50
C 0.80 1.64 2.57
H 0.76 -4.60 4.74
H -1.46 -4.61 3.55
H -2.00 -2.75 1.95
H 1.79 -0.94 2.72
H 2.40 -2.75 4.31
H -1.45 -1.04 -1.74
H -3.63 -1.56 -2.65
H -5.68 -1.71 -1.22
H -5.48 -1.25 1.23
H -3.29 -0.69 2.21
H -2.57 1.29 2.56
H -2.36 3.17 4.20
H -0.08 4.05 4.81
H 1.96 3.01 3.76
H 1.68 1.18 2.13
```

---

No. 3
Computed, not measured: a structure of composition C3H6N2O3 in a non-equilibrium geometry, with the ωB97M-V functional and the def2-TZVPD basis.

The highest occupied orbital energy comes out at -7.5 eV. For the HOMO-LUMO gap, the calculation gives 8.250 eV. The calculation puts the maximum force at 0.05463 Eh/bohr. The value obtained for the energy relative to the best compared isomer or geometry (same formula, charge and spin) is 5.750 eV. Its multiplicity is 1. For the LUMO energy, the calculation gives 0.73 eV.

```
14
C3H6N2O3, DFT the ωB97M-V functional and the def2-TZVPD basis
N 0.96 -0.85 -0.58
C -0.92 -0.79 -0.29
C -0.70 0.51 0.02
N -1.55 1.60 -0.24
C 0.77 0.73 0.04
O 1.24 -1.98 0.24
O 1.40 0.83 1.25
O -1.64 -1.75 -0.29
H 0.65 -2.68 -0.08
H 1.05 0.15 1.84
H 1.67 -0.82 -1.31
H -1.60 2.25 0.54
H -2.48 1.31 -0.51
H 1.14 1.50 -0.63
```

---

Number 1 is which compound?
C22H31N3O2

---

What is the formula in the first record?
C22H31N3O2

---

Which of these has the lowest energy relative to the best compared isomer or geometry (same formula, charge and spin)?
C26H36IOP2ScSi